115
Properties=species:S:1:pos:R:3:forces:R:3 method="wB97M-V/def2-TZVPD" homo_ev=-9.4 homo_lumo_gap_ev=8.4
C 4.21462 3.16652 2.82468 -0.4192 0.2295 0.1381
C 3.20900 2.22072 2.05362 0.2636 -0.0646 0.2651
C 3.56633 2.00876 0.53058 -0.4360 0.3474 0.1742
C 2.42075 2.44929 -0.46695 0.6968 -0.6994 -0.5931
C 1.64878 1.20243 -1.02759 -1.2841 0.9760 -0.0100
C 0.37077 1.61149 -1.87795 0.4679 -0.4881 0.7619
C -0.43877 0.30966 -2.30558 -0.4769 1.6476 1.0999
C -1.97172 0.68799 -2.18682 0.6874 -0.3104 -1.0863
C -2.94917 -0.50408 -2.51018 -0.4528 0.7832 -0.2666
C -3.86002 -0.94884 -1.31321 0.5315 -1.4369 0.4830
O -4.19472 0.10864 -0.39684 -0.8863 0.3757 -0.9704
C -5.34576 0.82316 -0.83289 1.7911 -1.0728 0.3127
O -5.12269 2.16299 -0.51622 -0.6589 -0.7204 -1.1225
C -5.41405 3.06624 -1.59136 -0.1537 1.6159 -0.7737
C -4.23483 4.04240 -1.93052 -0.8472 0.9179 0.6848
C -4.09757 5.06079 -0.73405 0.4493 -0.5753 0.1774
O -6.43185 0.24634 -0.09151 -0.3212 1.3550 -0.0486
C -7.59408 1.04048 -0.20708 0.0238 0.2423 1.2749
O -8.18675 1.11472 -1.23386 0.0515 0.1984 -0.2108
C -8.01781 1.73693 1.11427 -0.3755 -0.2998 1.1440
C -8.55805 0.89491 2.16877 0.2574 1.2490 0.1122
C -8.93534 1.46178 3.43520 0.9582 1.1203 -1.8059
C -8.75010 2.88465 3.60306 0.0874 -0.3035 -0.4952
C -8.25394 3.74368 2.56542 -0.0609 -1.9869 -0.4481
C -7.88560 3.15090 1.30031 -0.4985 -0.6520 0.9655
C -3.09222 -2.05921 -0.47935 0.9502 0.7335 1.2146
C -2.59906 -1.50253 0.91939 -0.0543 -0.7840 0.1130
C -1.72698 -2.54645 1.71486 0.2042 0.4236 0.5949
C -0.70719 -1.80003 2.68863 -0.4377 -0.7186 -0.1307
N -3.84364 -3.30737 -0.23081 -1.1849 0.7919 -1.3732
C -5.08551 -3.12491 0.49988 -0.5990 -0.8953 -0.5799
O -4.83026 -3.57011 1.87818 -1.3215 1.0065 -0.1960
C -5.88263 -3.29648 2.68628 0.8343 -0.9465 1.9057
F -7.00113 -4.02824 2.38319 0.7652 1.2699 -0.1261
F -5.52379 -3.70163 3.94887 -0.3209 0.3997 -1.1675
F -6.17232 -1.97146 2.79513 -0.2455 -1.1947 -0.5967
C -3.95448 -4.16908 -1.35924 0.5820 -1.8170 0.2136
Cl -4.67264 -3.74600 -2.94664 0.2410 0.3794 0.9634
C -3.50828 -5.43748 -1.20609 0.2019 -0.3117 0.3721
C -2.88394 -5.94498 0.13345 -0.3901 -0.0301 -0.5528
Cl -3.62214 -6.66380 -2.50705 0.0737 1.0110 1.0199
H 5.00352 3.58441 2.15554 -0.5154 -0.4445 0.4963
H 4.69738 2.65215 3.69302 -0.3086 0.4041 -0.8159
H 3.65212 4.04010 3.23948 0.5266 -0.6348 -0.2589
H 2.17975 2.65075 2.15827 0.7847 -0.4515 -0.1797
H 3.20587 1.23359 2.58326 -0.1387 0.7842 -0.5060
H 4.47437 2.61675 0.31044 -0.5133 -0.6759 0.0964
H 3.77911 0.92003 0.37239 0.0594 0.9423 -0.0625
H 2.87249 2.96032 -1.35859 -0.3063 -0.2287 0.7911
H 1.74901 3.19076 0.03451 0.3281 -0.7172 -0.4548
H 1.23874 0.63874 -0.14438 0.5579 0.1373 -0.8201
H 2.27340 0.54311 -1.67652 -0.0991 0.4378 0.7886
H -0.24308 2.24751 -1.18145 0.2956 -0.5911 -0.7314
H 0.62944 2.26476 -2.74479 -0.0725 -0.5673 0.5034
H -0.14512 -0.00605 -3.33281 -0.2810 -0.0638 0.8352
H -0.20845 -0.44830 -1.51576 -0.1119 0.1737 -0.9331
H -2.14488 1.46973 -2.97625 0.0640 -0.4272 0.9102
H -2.10923 1.15075 -1.18472 -0.2591 -0.4469 -0.7129
H -3.62650 -0.18715 -3.34469 0.5652 -0.2528 0.5603
H -2.33164 -1.34785 -2.91533 -0.8167 0.4863 0.4918
H -4.83420 -1.40752 -1.63461 0.9925 0.3991 -0.1538
H -5.45700 0.60512 -1.92098 -0.3913 0.6893 0.6229
H -5.75378 2.58863 -2.54022 0.2579 -0.2222 0.8827
H -6.26502 3.71892 -1.24984 0.6571 -0.5896 -0.3823
H -3.27571 3.53071 -2.17097 -0.7242 0.2238 0.3036
H -4.54862 4.65277 -2.82173 0.2669 -0.7967 0.5720
H -5.03436 5.64902 -0.56365 0.7001 -0.4804 -0.3853
H -3.24511 5.77192 -0.87441 -0.7180 -0.5992 0.1214
H -3.92780 4.46594 0.19876 0.0208 0.5977 -0.6330
H -8.67532 -0.19463 1.98102 0.1617 0.9314 0.2075
H -9.31847 0.81171 4.24485 0.2657 0.6381 -0.6197
H -8.99964 3.34235 4.57967 0.1352 -0.3563 -0.7054
H -8.13516 4.83296 2.73732 -0.1247 -0.9602 -0.1505
H -7.50203 3.78099 0.47623 -0.2597 -0.4738 0.6605
H -2.14911 -2.34447 -1.01713 -0.9698 0.0801 0.3002
H -3.46084 -1.24609 1.58955 0.6454 0.0478 -0.8177
H -2.01738 -0.56916 0.73578 -0.4195 -0.6457 0.1229
H -1.19770 -3.25902 1.03524 -0.2783 0.6980 0.3931
H -2.36458 -3.17570 2.38581 0.2890 0.4725 -0.9178
H -0.83950 -0.69633 2.61822 0.3752 -0.7717 0.0006
H 0.33967 -2.12354 2.47999 -0.7047 0.5728 0.1100
H -0.93112 -2.09852 3.73971 0.2352 0.3163 -0.7122
H -5.87070 -3.81509 0.09508 0.7277 0.5457 0.2155
H -5.51506 -2.09598 0.47538 0.6851 -0.5157 0.2576
H -2.00567 -5.29935 0.38534 -0.8339 -0.6067 -0.0428
H -2.57132 -7.01499 0.05295 -0.1845 0.9940 -0.1297
H -3.66049 -5.89248 0.93822 0.7967 0.1450 -0.5924
C 5.46089 -1.21922 -4.18885 -0.0100 -0.0123 -0.0104
C 5.34300 0.16216 -4.09368 0.0477 -0.1494 0.0820
C 5.84448 0.82712 -2.98441 -0.0685 0.2335 -0.0593
C 6.46534 0.09814 -1.97992 -0.2008 -0.2872 -0.4323
C 6.58157 -1.28210 -2.06180 0.0979 -0.1932 0.1163
C 6.07530 -1.94083 -3.17282 -0.0548 0.1592 -0.0660
N 7.01788 0.80038 -0.81774 -0.0089 0.1875 0.2043
O 6.88220 2.00722 -0.76838 0.0804 -0.2439 -0.0022
O 7.58556 0.13290 0.03335 -0.5041 0.1682 -0.2295
H 5.07298 -1.73559 -5.05938 0.0158 0.0292 0.0564
H 4.86208 0.72104 -4.88700 0.0323 0.0034 0.0715
H 5.74823 1.90300 -2.91842 0.1000 -0.0774 0.1618
H 7.06122 -1.85182 -1.27655 0.0018 0.1977 0.0347
H 6.16263 -3.01751 -3.24925 0.0135 0.0630 0.0458
C 11.62849 0.11658 -0.16502 0.0345 -0.0428 0.0397
C 12.90684 -0.28037 0.20896 -0.1701 0.0011 0.0136
C 13.07934 -1.15364 1.27294 0.2409 -0.0161 -0.0170
C 11.96441 -1.62538 1.95111 -0.0828 0.3428 -0.4240
C 10.68441 -1.22923 1.59019 -0.1844 -0.0357 0.0363
C 10.51820 -0.35329 0.52673 0.1505 0.0637 -0.1206
N 12.14204 -2.56890 3.06133 0.0550 -0.2145 0.2741
O 13.28036 -2.88092 3.36374 -0.2415 0.0871 -0.0854
O 11.14133 -2.98896 3.61420 0.2032 0.1107 -0.1354
H 11.49661 0.79496 -1.00051 0.0073 -0.0256 0.0565
H 13.76948 0.08940 -0.33188 -0.0194 -0.0424 0.0661
H 14.07808 -1.45753 1.55735 -0.1470 -0.0948 0.1166
H 9.81461 -1.59290 2.12168 0.1659 -0.0680 0.0678
H 9.52091 -0.03978 0.23483 0.3897 -0.1068 0.1761



106
Properties=species:S:1:pos:R:3:forces:R:3 method="wB97M-V/def2-TZVPD" homo_ev=-12.6 homo_lumo_gap_ev=7.1 charge=+2
Hf -0.87912 0.03936 -0.46627 0.2679 0.4550 -1.1166
C 1.71579 -3.29984 3.86878 0.4587 -0.4253 0.7993
C 0.78618 -2.80941 2.80124 0.2895 0.8859 -1.9579
C 0.25629 -3.77795 1.72521 -2.5213 -0.0576 1.7168
C -0.42530 -2.11973 3.31854 -1.4937 1.1075 1.7043
C -0.98795 -2.59641 4.53938 1.1260 0.6170 -1.7623
C -2.10899 -2.04519 5.06833 -0.6704 -0.6445 1.1099
C -2.75005 -1.01395 4.45802 -0.6751 1.3405 -2.1368
C -2.31814 -0.48659 3.19739 0.3969 -1.5513 0.8921
C -3.26597 0.47742 2.47731 1.6395 -0.4462 0.1869
C -2.54975 1.82051 2.38704 -0.2483 1.7639 -1.0060
C -3.78304 -0.11168 1.15744 -0.1931 1.7705 -0.4594
C -1.10375 -1.03724 2.66802 0.1216 -0.6260 -0.1421
N -0.52924 -0.61412 1.37227 -1.3148 -0.3928 1.2410
C 0.63843 0.13377 1.36639 1.0170 0.6465 1.2718
C 1.47268 0.25797 0.25765 -0.2905 -0.4058 -1.5174
N 1.07012 -0.28824 -1.00246 -0.3173 1.2030 0.2840
C 2.09983 -0.50298 -2.02366 -0.6921 -1.2481 1.3635
C 2.81980 -1.69806 -1.78603 -0.0994 0.6750 -0.9935
C 3.84774 -1.97987 -2.69709 -1.0241 -0.5092 1.6122
C 4.11196 -1.15866 -3.70978 0.8005 1.3441 -1.9202
C 3.34951 -0.03431 -3.96015 0.7046 0.7511 -0.7791
C 2.32133 0.34298 -3.13211 0.1877 -1.3995 0.9479
C 1.49410 1.49859 -3.53019 0.3494 1.2441 0.3093
C 1.49544 2.66408 -2.54902 1.4949 -0.2518 1.8532
C 0.10214 1.07126 -3.85691 -1.5597 0.3800 -0.6836
C 2.57474 -2.60941 -0.60120 -1.3866 -0.4205 -1.1767
C 2.52361 -4.09167 -1.02141 -0.0183 -0.3171 0.3096
C 3.69437 -2.43581 0.34142 1.1433 0.5604 0.4384
C 2.56562 1.20594 0.53457 0.3850 -0.2379 0.3181
C 3.74413 1.53884 -0.09964 -0.0654 1.2715 0.8402
C 4.59789 2.53092 0.51504 0.0001 0.2789 0.1833
C 4.31946 2.99921 1.78990 0.8941 0.7235 -0.9995
C 3.19741 2.55214 2.49971 -0.4492 -0.9112 0.6334
C 2.90922 2.85102 3.83786 -1.4229 -0.0449 1.5314
C 1.72264 2.32733 4.41529 2.0009 0.7779 -0.2657
C 0.92135 1.41443 3.76538 -0.6550 -1.2240 -2.1785
C 1.17693 1.05167 2.42356 0.6867 0.8492 0.9410
C 2.33061 1.64992 1.86446 -0.0945 0.1688 -0.6487
H 2.54561 -3.84188 3.41193 0.1799 0.2381 0.0660
H 1.29224 -3.99781 4.59424 -0.1413 0.0092 -0.1818
H 2.08155 -2.42689 4.45156 -0.0046 -0.5860 -0.3967
H 1.41927 -2.10617 2.22799 -0.3799 0.1688 0.2037
H -0.44530 -4.48208 2.25222 0.7835 0.1760 -0.5284
H 0.98132 -4.31705 1.19145 0.9984 -0.6450 -0.6784
H -0.44474 -3.22722 1.05681 0.7776 -0.2532 0.1109
H -0.54833 -3.40215 5.08075 0.3863 -0.4464 0.0133
H -2.53251 -2.53316 5.94795 0.0565 0.4581 -0.0672
H -3.70658 -0.65726 4.83411 0.2167 0.0231 0.0965
H -4.07451 0.65828 3.13735 -0.9951 -0.1878 0.5803
H -1.48437 1.76579 2.11925 -0.2729 -0.2230 0.3464
H -2.64020 2.39362 3.31758 0.2029 -0.3845 -0.0295
H -2.99848 2.54508 1.63160 -0.0485 -0.8968 1.0524
H -3.06629 0.29939 0.38876 -0.8303 -0.5661 -0.0097
H -4.80088 0.29852 0.88572 1.1929 -0.4521 0.2899
H -3.83355 -1.18406 1.11431 0.1698 -0.4543 0.0936
H 4.46378 -2.83116 -2.64892 0.5224 -1.0700 0.5625
H 4.95942 -1.37194 -4.34363 -0.0103 -0.0260 -0.2190
H 3.62361 0.60947 -4.81274 -0.2724 -0.3951 0.4173
H 2.00368 1.83785 -4.44240 -0.6077 0.2047 0.0157
H 1.19422 2.33470 -1.54079 -0.1944 -0.1661 -0.1839
H 0.84606 3.47398 -2.79904 -0.3752 0.6248 -0.6410
H 2.51721 3.07047 -2.30096 -0.8909 -0.3123 -0.7379
H -0.46245 0.44372 -3.16374 0.5881 -0.3487 0.3546
H 0.08512 0.55777 -4.79368 -0.0059 -0.6613 -0.6435
H -0.58901 1.90287 -4.02587 0.2752 0.4382 -0.1259
H 1.60950 -2.34767 -0.13187 0.4875 -0.0620 -0.1202
H 3.25252 -4.27034 -1.84113 -0.3718 -0.3959 0.9227
H 1.55064 -4.44850 -1.34265 -0.4066 0.3649 -0.5737
H 2.64058 -4.73020 -0.11408 0.7321 0.3619 -0.7735
H 4.62354 -2.78836 -0.12994 -0.1229 0.1140 0.3208
H 3.50378 -2.99651 1.23135 0.1149 -0.4456 0.7072
H 3.81122 -1.38924 0.61503 0.1971 0.1076 0.1099
H 4.02441 1.15920 -1.05160 0.0666 -0.3299 -0.6762
H 5.45835 2.99494 -0.03276 -0.8762 -0.8710 0.4872
H 4.92589 3.80083 2.24157 -0.1473 -0.5837 -0.2959
H 3.57464 3.43830 4.49613 -0.3991 -0.1500 -0.7342
H 1.45117 2.56752 5.42769 0.2019 0.1301 0.2641
H 0.12260 0.94532 4.29371 -0.5828 -0.1333 0.3500
N -1.22214 -3.11749 -3.18252 -0.3615 1.0167 0.5092
C -2.05144 -2.19240 -2.70056 -1.2004 -0.9774 -1.8254
O -1.73750 -1.39293 -1.79559 0.5795 0.3890 0.6677
C -3.46479 -2.09421 -3.28837 0.8142 0.6018 0.1156
I -4.78008 -2.90915 -1.87874 -0.5496 -0.1356 0.7085
H -0.28713 -3.10485 -2.81642 0.4451 -0.2478 0.1050
H -1.42014 -3.72342 -3.97259 -0.2137 0.2684 0.3027
H -3.65950 -2.71680 -4.15652 0.4759 0.3093 -0.2331
H -3.71361 -1.02007 -3.45155 0.1994 -0.9412 0.0385
C -3.00880 4.19577 -2.13009 1.0840 -0.1229 0.6582
C -3.37836 2.71361 -1.89487 -0.7510 0.9504 0.3090
C -4.45749 2.59791 -0.83936 -0.5245 -0.3680 0.4185
C -3.83310 2.07218 -3.16524 -1.4865 1.0076 -1.0523
N -2.20199 1.91647 -1.54223 0.8266 -0.8119 0.7416
N -1.44963 2.33147 -0.38771 -0.0400 -0.4471 0.0446
H -3.81834 4.72560 -2.54826 -1.2299 0.3520 -0.6497
H -2.22933 4.21151 -2.89487 0.2647 0.3053 0.1341
H -2.74476 4.85973 -1.25574 0.1079 -1.2139 -0.5597
H -5.36760 3.18690 -1.14266 0.9315 -0.6816 0.3950
H -4.06502 2.98940 0.09904 -0.4256 0.3953 0.0738
H -4.70567 1.53466 -0.60476 -0.0781 0.9331 -0.6529
H -4.60733 2.69804 -3.65910 0.4982 -0.2080 0.3077
H -4.33943 1.13647 -2.99562 0.1818 -0.5883 0.1371
H -3.02389 1.99814 -3.86743 0.3981 -0.3111 -0.5032
H -1.55826 1.97300 -2.30790 0.3647 0.1762 -0.7262
H -2.16645 2.57082 0.31244 0.9667 0.1166 -0.1277
H -0.80100 3.09547 -0.58034 -0.2644 0.1594 0.1714